P | {
  "formula": "C5H10N2O",
  "method": "ωB97M-V/def2-TZVPD",
  "symbols": ["O", "C", "C", "N", "C", "C", "N", "C", "H", "H", "H", "H", "H", "H", "H", "H", "H", "H"],
  "xyz": [[-2.325, 0.520, 0.142], [-1.187, 0.781, 0.416], [-0.612, 0.029, 1.612], [0.333, -1.086, 1.267], [1.057, -1.084, -0.057], [0.381, -0.608, -1.306], [0.344, 0.819, -1.446], [-0.058, 1.624, -0.301], [-1.511, -0.409, 2.027], [-0.048, 0.732, 2.273], [-0.139, -2.040, 1.243], [1.223, -2.132, -0.175], [2.126, -0.693, 0.070], [1.134, -0.830, -2.100], [-0.480, -1.269, -1.583], [-0.364, 1.209, -1.966], [-0.674, 2.606, -0.510], [0.802, 1.830, 0.396]],
  "smiles": "O=C1CNCCNC1",
  "spin_multiplicity": 1,
  "charge": 0,
  "homo_lumo_gap_ha": 0.348
}

Q | {
  "formula": "C5H10N2O",
  "method": "ωB97M-V/def2-TZVPD",
  "symbols": ["C", "C", "C", "C", "O", "H", "H", "H", "H", "C", "N", "N", "H", "H", "H", "H", "H", "H"],
  "xyz": [[-1.671, -2.559, 0.290], [-1.368, -1.426, 0.002], [-1.081, 0.135, -0.483], [-1.844, 1.060, 0.424], [-0.849, 0.371, -1.641], [-1.855, -3.538, 0.640], [-1.970, 2.036, -0.042], [-2.820, 0.652, 0.674], [-1.261, 1.192, 1.336], [1.987, -0.506, -0.689], [1.184, 0.061, 0.380], [1.203, 1.462, 0.589], [2.526, -1.371, -0.309], [1.380, -0.838, -1.539], [2.694, 0.209, -1.111], [0.560, -0.592, 0.871], [1.061, 1.922, -0.315], [2.125, 1.730, 0.924]],
  "smiles": "C#CC(C)=O.CNN",
  "spin_multiplicity": 1,
  "charge": 0,
  "homo_lumo_gap_ha": 0.358
}

Order from most stable to least stable according to the calculation: P, Q

P | {
  "formula": "CH4F2Si",
  "method": "ωB97M-V/def2-TZVPD",
  "symbols": ["C", "Si", "F", "F", "H", "H", "H", "H"],
  "xyz": [[0.196, -0.435, 0.250], [0.567, 0.967, -1.015], [1.339, 0.223, -2.192], [1.887, 1.698, -0.487], [-0.042, -1.273, -0.305], [0.921, -0.680, 1.080], [-0.774, -0.184, 0.745], [-0.226, 1.953, -1.691]],
  "smiles": "C[SiH](F)F",
  "spin_multiplicity": 1,
  "charge": 0,
  "homo_lumo_gap_ha": 0.464
}

Q | {
  "formula": "CH4F2Si",
  "method": "ωB97M-V/def2-TZVPD",
  "symbols": ["C", "F", "F", "Si", "H", "H", "H", "H"],
  "xyz": [[1.006, 0.030, -0.387], [-1.860, -1.621, 0.047], [-1.446, 1.195, -0.479], [-0.707, 0.168, 0.435], [0.806, 0.195, -1.371], [1.748, 0.728, 0.198], [1.281, -1.012, -0.243], [-0.828, 0.317, 1.800]],
  "spin_multiplicity": 1,
  "charge": 0,
  "homo_lumo_gap_ha": 0.456
}

R | {
  "formula": "CH4F2Si",
  "method": "ωB97M-V/def2-TZVPD",
  "symbols": ["C", "F", "F", "Si", "H", "H", "H", "H"],
  "xyz": [[1.139, 0.473, -0.334], [2.071, -0.424, -0.008], [-2.023, -0.367, -0.824], [-1.067, -0.382, 0.426], [1.517, 1.413, 0.147], [1.149, 0.490, -1.477], [-1.219, -1.759, 0.824], [-1.567, 0.557, 1.245]],
  "spin_multiplicity": 1,
  "charge": 0,
  "homo_lumo_gap_ha": 0.372
}

Order from most stable to least stable according to the calculation: P, Q, R

P | {
  "formula": "C10H16",
  "method": "ωB97M-V/def2-TZVPD",
  "symbols": ["C", "C", "C", "C", "C", "C", "C", "C", "H", "H", "H", "H", "H", "H", "H", "H", "H", "H", "C", "C", "H", "H", "H", "H", "H", "H"],
  "xyz": [[0.080, 0.079, -3.317], [-1.127, -0.500, -2.598], [-0.898, -0.604, -1.097], [-1.917, -0.163, -0.246], [-1.831, -0.404, 1.130], [-0.799, -1.163, 1.658], [0.307, -1.373, 0.847], [0.241, -1.157, -0.515], [1.055, -0.241, -2.920], [0.334, 1.142, -3.361], [0.221, -0.183, -4.370], [-2.062, 0.015, -2.799], [-1.241, -1.555, -2.876], [-2.688, 0.545, -0.526], [-2.607, -0.011, 1.778], [-0.965, -1.602, 2.635], [1.238, -1.817, 1.181], [1.052, -1.474, -1.158], [1.687, 1.992, 1.670], [2.949, 2.091, 2.518], [1.005, 2.843, 1.683], [1.961, 1.928, 0.612], [1.186, 1.072, 1.958], [3.553, 2.970, 2.270], [3.573, 1.198, 2.434], [2.791, 2.178, 3.595]],
  "smiles": "CCc1ccccc1.CC",
  "spin_multiplicity": 1,
  "charge": 0,
  "homo_lumo_gap_ha": 0.365
}

Q | {
  "formula": "C10H16",
  "method": "ωB97M-V/def2-TZVPD",
  "symbols": ["C", "C", "C", "C", "C", "C", "C", "C", "H", "H", "H", "H", "H", "H", "H", "H", "H", "H", "C", "C", "H", "H", "H", "H", "H", "H"],
  "xyz": [[-0.402, -3.307, -0.732], [0.484, -2.017, -1.067], [-0.148, -0.672, -1.265], [-1.389, -0.253, -0.814], [-1.663, 1.114, -0.660], [-0.788, 2.085, -1.052], [0.477, 1.714, -1.540], [0.713, 0.352, -1.752], [-0.426, -3.907, -1.629], [-1.372, -2.985, -0.349], [0.068, -3.698, 0.167], [1.055, -1.910, -0.148], [1.064, -2.279, -1.951], [-2.163, -0.959, -0.545], [-2.351, 1.347, 0.156], [-0.948, 3.128, -0.795], [1.200, 2.415, -1.936], [1.520, 0.233, -2.468], [0.154, 1.338, 2.898], [1.042, 1.071, 1.696], [0.536, 2.048, 3.644], [-0.784, 1.805, 2.591], [0.038, 0.426, 3.477], [1.875, 1.741, 1.495], [0.474, 0.960, 0.781], [1.733, 0.214, 1.794]],
  "smiles": "CCc1ccccc1.CC",
  "spin_multiplicity": 1,
  "charge": 0,
  "homo_lumo_gap_ha": 0.362
}

Order from most stable to least stable according to the calculation: P, Q

P | {
  "formula": "C2H4O2S",
  "method": "ωB97M-V/def2-TZVPD",
  "symbols": ["C", "C", "O", "O", "S", "H", "H", "H", "H"],
  "xyz": [[-0.349, -0.088, -2.025], [0.427, -0.408, 1.605], [-0.555, 1.652, 0.228], [0.340, -0.771, -2.696], [0.373, 0.629, -0.142], [-1.147, 0.595, -2.415], [0.146, -1.411, 1.296], [-0.558, 0.027, 1.932], [1.322, -0.226, 2.217]],
  "spin_multiplicity": 1,
  "charge": 0,
  "homo_lumo_gap_ha": 0.309
}

Q | {
  "formula": "C2H4O2S",
  "method": "ωB97M-V/def2-TZVPD",
  "symbols": ["C", "S", "O", "C", "O", "H", "H", "H", "H"],
  "xyz": [[0.431, -0.924, 1.588], [0.361, -0.099, 0.041], [1.633, -0.227, -0.536], [-0.794, 0.870, -1.085], [-0.122, 1.482, 0.032], [-0.508, -1.438, 1.740], [1.223, -1.546, 1.453], [-0.333, 0.868, -2.155], [-1.891, 1.014, -1.078]],
  "smiles": "C=[S@@]1(=O)CO1",
  "spin_multiplicity": 1,
  "charge": 0,
  "homo_lumo_gap_ha": [0.310, 0.310]
}

Order from most stable to least stable according to the calculation: P, Q

P | {
  "formula": "C2H4O2S",
  "method": "ωB97M-V/def2-TZVPD",
  "symbols": ["O", "C", "S", "C", "O", "H", "H", "H", "H"],
  "xyz": [[0.492, -1.516, -0.730], [0.341, -0.176, -0.103], [0.646, 1.355, -1.043], [-0.900, 0.013, 0.668], [0.424, -0.034, 1.204], [0.055, -1.607, -1.586], [1.774, 1.690, -0.439], [-1.278, 1.068, 0.864], [-1.555, -0.792, 1.166]],
  "smiles": "O[C@@]1(S)CO1",
  "spin_multiplicity": 1,
  "charge": 0,
  "homo_lumo_gap_ha": 0.381
}

Q | {
  "formula": "C2H4O2S",
  "method": "ωB97M-V/def2-TZVPD",
  "symbols": ["O", "C", "C", "O", "S", "H", "H", "H", "H"],
  "xyz": [[-1.519, -0.107, 0.118], [-0.228, -0.618, -0.152], [0.861, 0.263, -0.015], [0.320, 1.533, -0.050], [2.547, -0.018, 0.060], [-1.269, 0.350, 1.179], [0.271, -1.583, 0.473], [-0.364, -1.048, -1.143], [-0.619, 1.228, -0.470]],
  "smiles": "OCC(O)=S",
  "spin_multiplicity": 1,
  "charge": 0,
  "homo_lumo_gap_ha": 0.320
}

R | {
  "formula": "C2H4O2S",
  "method": "ωB97M-V/def2-TZVPD",
  "symbols": ["C", "C", "H", "H", "H", "H", "O", "O", "S"],
  "xyz": [[-0.330, -0.136, 0.454], [0.661, 0.311, -0.605], [-0.046, -2.303, -0.633], [0.369, 0.363, 1.532], [-1.641, 0.374, 0.658], [-0.706, 1.864, -0.354], [0.208, 1.536, -0.818], [1.615, -0.135, -1.199], [-0.129, -1.875, 0.965]],
  "spin_multiplicity": 1,
  "charge": 0,
  "homo_lumo_gap_ha": 0.346
}

Order from most stable to least stable according to the calculation: P, Q, R